The following is a quantum chemistry calculation of 8 unconnected molecules or ions with the total composition H16O8, from the OMol25 dataset.

Computed properties:
* LUMO level: 0.21 eV
* gap between HOMO and LUMO: 10.75 eV
* SMILES: O.O.O.O.O.O.O.O
* energy relative to the best compared isomer or geometry (same formula, charge and spin): 74.2 kcal per mole

Geometry (Å):
O1 0.76 -0.66 -1.33
H1 1.62 -1.07 -1.23
H2 0.15 -1.28 -0.91
O2 0.41 3.70 -1.24
H3 -0.44 4.13 -1.11
H4 1.05 4.43 -1.26
O3 -3.80 -0.39 1.80
H5 -3.56 -0.97 1.07
H6 -3.18 -0.62 2.50
O4 5.70 -2.68 1.00
H7 4.94 -3.25 0.81
H8 6.31 -2.86 0.27
O5 -1.96 -1.08 -1.47
H9 -2.59 -1.76 -1.72
H10 -1.21 -1.22 -2.07
O6 1.46 1.46 0.03
H11 1.99 1.21 0.80
H12 1.45 2.42 0.05
O7 -2.92 -3.28 -0.07
H13 -2.43 -3.40 0.75
H14 -2.24 -3.09 -0.73
O8 -0.11 3.43 1.44
H15 -0.55 2.82 0.84
H16 -0.82 4.00 1.77

Results of the Mulliken charge analysis, in e, for atoms 1 through 4: -0.626 0.291 0.312 -0.630



The following is a quantum chemistry calculation of C3H7N3O in the gas phase, from the OMol25 dataset.

Computed properties:
* LUMO level: 0.73 eV
* gap between HOMO and LUMO: 9.29 eV
* energy relative to the best compared isomer or geometry (same formula, charge and spin): 62.5 kcal per mole

Geometry (Å):
C1 2.35 0.26 -0.02
N1 1.20 0.05 0.83
C2 -0.03 -0.14 0.33
O1 -0.26 -0.13 -0.94
N2 -1.17 -0.39 0.93
C3 -1.87 -0.27 -0.71
N3 -2.56 0.74 -1.01
H1 2.03 0.80 -0.92
H2 2.80 -0.69 -0.34
H3 3.09 0.85 0.51
H4 1.33 -0.12 1.82
H5 -1.40 -0.10 1.87
H6 -2.07 -1.33 -0.92
H7 -3.44 0.46 -1.44

Results of the Mulliken charge analysis, in e, for atoms 1 through 4: -0.758 -0.159 0.388 -0.450



The following is a quantum chemistry calculation of a molecular structure, C12H16BCl5N4OPt, from the OMol25 dataset.

Computed properties:
* LUMO level: -1.67 eV
* gap between HOMO and LUMO: 7.00 eV
* energy relative to the best compared isomer or geometry (same formula, charge and spin): 5.0 kcal per mole

Geometry (Å):
Pt1 0.52 -0.98 0.75
Cl1 -5.65 1.19 -2.25
C1 -4.35 0.66 -1.25
C2 -3.04 0.98 -1.57
Cl2 -2.70 1.91 -2.97
C3 -1.99 0.55 -0.76
Cl3 -0.37 1.01 -1.17
C4 -2.22 -0.24 0.38
O1 -1.33 -0.74 1.22
C5 -3.56 -0.55 0.68
Cl4 -3.86 -1.52 2.07
C6 -4.60 -0.11 -0.11
Cl5 -6.22 -0.51 0.30
B1 2.34 1.41 4.33
C7 1.72 0.76 3.04
N1 1.30 0.27 2.08
H1 3.54 1.25 4.23
H2 1.87 0.81 5.27
H3 2.02 2.58 4.32
C8 1.08 -5.43 0.23
N2 0.04 -4.40 0.28
C9 -0.27 -3.96 1.64
C10 -0.09 -3.55 -0.77
N3 -0.18 -2.25 -0.64
N4 -0.19 -4.12 -2.01
C11 -0.78 -5.43 -2.21
C12 -0.11 -3.28 -3.19
H4 1.95 -5.11 0.81
H5 1.39 -5.61 -0.79
H6 0.71 -6.36 0.65
H7 -0.41 -4.85 2.25
H8 -1.18 -3.37 1.65
H9 0.54 -3.38 2.08
H10 -0.55 -1.79 -1.45
H11 -1.03 -5.88 -1.26
H12 -0.10 -6.09 -2.75
H13 -1.70 -5.33 -2.79
H14 0.71 -2.57 -3.11
H15 -1.04 -2.72 -3.36
H16 0.06 -3.91 -4.05

Results of the Mulliken charge analysis, in e, for atoms 1 through 4: 0.694 -0.183 0.353 -0.180



The following is a quantum chemistry calculation of 9 unconnected molecules or ions with the total composition C2H22N4O9, from the OMol25 dataset.

Computed properties:
* LUMO level: -0.25 eV
* gap between HOMO and LUMO: 8.87 eV
* SMILES: NC(N)=O.NC(N)=O.O.O.O.O.O.O.O
* energy relative to the best compared isomer or geometry (same formula, charge and spin): 5.7 kcal per mole

Geometry (Å):
N1 8.66 -4.73 -12.19
C1 9.72 -4.61 -13.04
N2 10.19 -3.34 -13.19
O1 10.15 -5.56 -13.68
H1 8.21 -5.61 -11.99
H2 8.32 -3.97 -11.64
H3 10.88 -3.13 -13.88
H4 9.95 -2.66 -12.49
N3 6.67 -6.69 -13.65
C2 6.04 -6.55 -14.85
N4 6.62 -5.69 -15.72
O2 4.98 -7.12 -15.08
H5 7.51 -6.16 -13.54
H6 6.32 -7.41 -13.04
H7 7.42 -5.12 -15.52
H8 6.20 -5.63 -16.63
O3 7.85 -11.41 -10.10
H9 6.99 -11.39 -9.67
H10 7.98 -10.49 -10.38
O4 7.48 -9.72 -13.91
H11 7.50 -9.58 -12.96
H12 8.32 -9.36 -14.23
O5 7.00 -8.66 -11.37
H13 6.46 -8.00 -10.91
H14 7.91 -8.37 -11.21
O6 4.29 -7.28 -10.82
H15 4.28 -8.13 -11.29
H16 3.45 -6.88 -11.03
O7 9.83 -8.62 -10.79
H17 9.99 -9.24 -10.07
H18 9.96 -7.75 -10.40
O8 10.14 -8.68 -14.08
H19 10.08 -8.50 -13.14
H20 10.53 -7.88 -14.45
O9 6.76 -6.07 -10.25
H21 6.90 -5.82 -9.33
H22 5.80 -6.23 -10.32

Results of the Mulliken charge analysis, in e, for atoms 1 through 4: -0.264 0.624 -0.442 -0.571



The following is a quantum chemistry calculation of a molecular structure, C10H18ClIN2O2PPd, from the OMol25 dataset.

Computed properties:
* 2S+1: 5
* LUMO level (alpha / beta): -9.50 / -14.09 eV
* gap between HOMO and LUMO (alpha / beta): 7.97 / 5.26 eV
* total charge: +3
* energy relative to the best compared isomer or geometry (same formula, charge and spin): 0.0 kcal per mole

Geometry (Å):
C1 -4.01 -2.23 -4.83
C2 -2.61 -1.76 -4.63
H1 -4.21 -2.37 -5.90
H2 -4.70 -1.48 -4.42
H3 -4.14 -3.19 -4.31
O1 -1.76 -1.48 -5.43
I1 -2.19 -1.60 -2.47
Pd1 0.48 -0.44 -0.25
P1 -0.20 1.68 -0.66
C3 1.07 2.94 -0.99
C4 -1.47 2.01 -1.90
H4 -1.53 1.36 1.29
H5 -1.45 3.11 0.80
H6 -0.07 2.34 1.67
C5 -0.88 2.18 0.95
H7 -2.28 1.26 -1.80
H8 -1.87 3.03 -1.75
H9 0.57 3.93 -1.01
H10 1.52 2.74 -1.98
H11 -1.03 1.93 -2.90
H12 1.84 2.93 -0.21
C6 2.28 0.13 -0.78
O2 3.40 0.33 -0.99
Cl1 -1.22 -1.66 0.93
C7 1.99 -2.42 4.73
N1 1.99 -1.52 3.59
C8 2.60 -0.28 3.53
C9 2.33 0.24 2.29
N2 1.57 -0.69 1.61
C10 1.41 -1.76 2.38
H13 3.02 -2.60 5.06
H14 1.41 -2.00 5.56
H15 1.54 -3.38 4.44
H16 3.16 0.15 4.34
H17 2.60 1.20 1.88
H18 0.83 -2.65 2.17

Results of the Mulliken charge analysis, in e, for atoms 1 through 4: -0.926 0.536 0.344 0.379



The following is a quantum chemistry calculation of C11H22N2O3 in the gas phase, from the OMol25 dataset.

Computed properties:
* LUMO level: 0.76 eV
* gap between HOMO and LUMO: 9.84 eV
* SMILES: CC(C)C[C@H](N)C(=O)N[C@H](C(=O)O)C(C)C
* energy relative to the best compared isomer or geometry (same formula, charge and spin): 86.9 kcal per mole

Geometry (Å):
C1 0.02 -2.06 -3.56
C2 0.95 -2.52 -2.46
C3 2.38 -2.86 -2.95
C4 1.10 -1.34 -1.46
C5 0.04 -1.10 -0.41
N1 -1.30 -0.85 -0.84
C6 0.52 0.06 0.53
O1 1.66 0.55 0.56
N2 -0.39 0.81 1.09
C7 0.08 1.67 2.15
C8 0.37 0.61 3.20
O2 -0.40 -0.08 3.78
O3 1.68 0.23 3.15
C9 -0.96 2.73 2.36
C10 -1.00 3.77 1.23
C11 -2.42 2.08 2.44
H1 0.32 -1.05 -3.96
H2 0.17 -2.82 -4.42
H3 -1.05 -2.02 -3.43
H4 0.64 -3.48 -2.05
H5 3.01 -3.08 -2.02
H6 2.46 -3.81 -3.53
H7 2.89 -1.97 -3.56
H8 2.01 -1.70 -0.89
H9 1.29 -0.49 -2.06
H10 0.02 -2.08 0.16
H11 -1.92 -1.59 -0.99
H12 -1.39 -0.69 -1.83
H13 -1.28 0.59 0.82
H14 1.03 2.09 2.11
H15 1.82 -0.47 3.78
H16 -0.63 3.22 3.25
H17 -0.13 4.32 0.98
H18 -1.77 4.46 1.35
H19 -1.39 3.27 0.33
H20 -2.50 1.09 2.98
H21 -3.14 2.85 2.73
H22 -2.78 1.69 1.44

Results of the Mulliken charge analysis, in e, for atoms 1 through 4: -1.419 0.948 -1.381 -0.925



> What is the formula in the second record?

C3H7N3O



> Among the records above, which one has the highest energy relative to the best compared isomer or geometry (same formula, charge and spin)?

C11H22N2O3



> Among the records above, which one has the highest energy relative to the best compared isomer or geometry (same formula, charge and spin)?

C11H22N2O3